Entry from OMol25: one molecule with the formula C6H10O (ωB97M-V with the def2-TZVPD basis set).

```
! RIJCOSX wB97M-V def2-TZVPD def2/J DEFGRID3
* xyz 0 1
O -1.16569 1.71713 0.59171
C 0.72979 -0.15024 -0.90376
C -0.14399 0.22205 2.16694
C -0.74607 1.48997 1.71041
C -0.27865 -0.95943 -0.06873
C 0.28018 0.00789 -2.35136
C 0.02738 -0.86541 1.39845
H -0.26994 -2.00838 -0.38830
H 1.71560 -0.63026 -0.85511
H -0.71162 0.47271 -2.38696
H 0.97082 0.64966 -2.90836
H -1.27996 -0.55746 -0.25643
H 0.83368 0.84048 -0.45348
H 0.22406 -0.95744 -2.86749
H -0.80508 2.27983 2.48777
H 0.46139 -1.74629 1.87278
H 0.15810 0.19519 3.21193
*
```

Computed properties:
- Electronic energy: -309.8247 Eh
- HOMO: -9.78 eV
- Energy relative to the best compared isomer or geometry (same formula, charge and spin): 46.39 kJ/mol
- Gap between HOMO and LUMO: 9.97 eV